# 1
The following is a quantum chemistry calculation of a cluster of 3 separate species, C23H52O5PS2 in total at a distorted geometry, from the OMol25 dataset.

electronic energy: -2421.08158 a.u.
2S+1: 1
highest occupied orbital energy: -10.215 eV
total charge: +1

XYZ file:
```
83
C23H52O5PS2 ωB97M-V with the def2-TZVPD basis set
H -0.69515 -0.09852 -1.48777
H -2.74588 -1.94027 0.72836
H 5.24757 -5.43684 -0.67084
H -0.77392 5.93807 2.03190
H -2.98832 -0.47892 -1.72744
H 2.68244 -0.97825 0.19226
C -4.33146 -2.94290 -1.44680
H -5.21457 -2.42535 0.45948
H -3.81111 -0.62124 1.11690
C -3.63142 3.67665 2.22607
C 2.09783 0.40541 -1.31933
H -4.60638 -2.53139 -2.41936
H 0.98668 -0.69117 1.78721
H 3.77624 -4.40591 1.12644
H -1.65096 -4.00673 -0.11804
H -4.12972 4.24420 1.44424
C 4.51342 -4.70366 -0.98604
H 3.04301 -3.22189 -0.16559
H -8.23228 6.65380 4.23158
C -0.57633 0.24746 0.62191
H 2.89876 1.05595 -0.96377
H -5.34657 -1.15946 -0.75018
C 2.48111 -0.30451 -2.64909
H -2.70563 -5.29639 -0.82348
H 5.69937 -0.90004 -3.96552
C -2.67052 -0.32109 -0.69700
H -1.13335 -0.04146 1.52020
C 4.76867 -1.15398 -3.45649
H -2.42840 6.05580 1.38153
C 4.88153 -3.85352 -2.26139
S -1.85472 3.82675 2.03906
H -6.68331 6.71318 0.74802
O -2.97889 -3.33478 -1.49101
C 1.72209 -0.62321 -0.22402
H -9.11404 6.72554 2.68802
C -4.66920 -1.90854 -0.33596
H 1.37841 0.92810 1.24400
H -3.89127 2.62185 2.14067
C -1.14377 -0.51029 -0.57838
H -2.87252 0.71715 -0.41446
O 3.17891 -5.02717 -0.82856
C -8.12736 6.72058 3.15089
O -1.52025 3.46600 0.62688
H 5.87237 -4.23435 -2.51995
C -7.16788 5.74256 0.85524
H 8.06606 -2.19904 -0.17496
H -0.96303 -1.58741 -0.50884
H 1.22553 1.03433 -1.50307
H 6.06296 -2.93217 2.14005
H 4.78170 -1.70846 2.12613
C -2.65173 -4.26296 -0.47246
H 4.22091 -1.55685 -0.96094
H 1.74022 -0.01416 -3.39303
H -4.98676 -3.81357 -1.31067
H -7.57866 7.62543 2.88990
H -3.92637 4.04729 3.20292
C 6.98003 -2.17904 -0.18534
H 6.58017 -3.17743 0.00807
C 3.73169 -4.00410 0.12419
H 4.22055 -1.84052 -4.10905
C -1.80609 5.61857 2.16196
H 5.76682 -0.51020 0.39585
C -3.44902 -1.23189 0.28379
H 2.42257 -1.39253 -2.52290
H -8.18444 5.77879 0.46447
C 6.49149 -1.16172 0.88666
O -5.82352 5.40967 3.11513
H 7.36643 -0.59307 1.19026
H 4.11883 -4.07318 -3.00422
P 5.09439 -2.08605 -1.91967
S -7.21364 5.27730 2.59218
H 3.78672 0.64268 -4.11697
H 6.27444 -1.43868 3.02783
H -2.16292 5.92111 3.14600
H 4.39696 0.71890 -2.46712
H -6.59893 4.98635 0.31770
H -0.73770 1.32331 0.50217
H -3.32332 -4.16947 0.38779
O 6.62164 -1.74791 -1.54339
C 0.92770 -0.01584 0.92809
C 3.88392 0.07864 -3.19072
H 1.24923 -1.49335 -0.68082
C 5.86190 -1.85997 2.11260
```

Here are the Mulliken charges for atoms 1 to 2, given in e:
1. H 0.13
2. H 0.36

# 2
The following is a quantum chemistry calculation of a structure of composition C40H54CdCl2NO9P2Te, from the OMol25 dataset.

electronic energy: -4327.67091 a.u.
2S+1: 1
highest occupied orbital energy: -3.271 eV
ΔE to the lowest compared entry with this formula, charge and spin: 1.337 eV
total charge: -1

XYZ file:
```
110
C40H54CdCl2NO9P2Te ωB97M-V with the def2-TZVPD basis set
C -2.38603 0.55996 -2.18363
C 2.24738 5.72322 -0.57811
H -2.46739 -5.25763 -0.49435
H -0.22652 2.23827 1.46513
C -0.70202 3.40162 -0.80499
Cl 7.04186 -0.29069 -1.20404
H -4.37679 -1.17396 3.80360
H 0.71338 -2.24190 -1.19872
H 0.79304 -0.58327 7.56379
H -0.00620 2.05811 -5.96973
P 0.60401 -0.30948 2.96577
O 5.07283 -0.64502 1.60158
H 2.82494 -4.40967 -1.26020
H -1.77382 -3.72598 -2.91659
C -3.64992 0.10950 -2.43993
O -2.41165 -0.76243 1.11878
H -0.33161 -1.04408 5.38281
C -3.67883 -0.62955 3.16535
H -2.74293 -2.27355 -1.08056
H 1.48962 -3.07702 0.15532
C -3.48022 -1.38457 1.86456
H -4.09011 0.36043 2.96013
H 0.70930 -3.24216 4.89978
H 0.19778 5.89699 -1.12315
C 0.97540 5.22153 -0.78681
Te 1.51686 1.31941 -3.46801
C 2.29808 -3.62281 -1.80487
H 0.68473 -2.96604 6.65029
H -0.48276 -4.17891 -1.78756
C 0.75253 -1.15767 5.48903
H -4.57374 -1.87821 0.06060
C -0.20906 -1.80877 2.36786
H -0.25781 1.33477 -8.30548
H -3.79822 -0.82853 -2.96395
H -3.20699 -2.42323 2.07826
H -3.66114 -4.19754 0.27134
C -0.83745 2.64740 2.27072
H -0.90722 -2.21005 3.10397
H -0.64916 3.72121 2.32711
C -1.78753 4.26255 -0.44274
H 2.32642 -0.34957 6.69698
H 4.15032 -0.85157 -1.80609
C 1.80853 -0.77221 -5.84041
N -0.91731 2.20197 -1.27804
C 0.32768 0.73425 -7.61814
C 3.75305 -1.79787 -1.45421
P -1.02943 -1.46910 0.79499
C -4.78111 0.86306 -2.04937
C 0.70475 3.85541 -0.63568
C -0.47782 1.98591 3.58630
C 0.92815 -0.43722 -8.06066
H 7.21844 0.34569 1.04131
O -0.24004 -0.68379 -0.15739
H -5.77601 0.49411 -2.26785
H -2.73442 -0.49979 3.69053
C -3.06134 -4.35150 -0.62621
H -2.40608 2.25811 4.49535
C 1.23388 0.41358 -5.38098
H -1.89152 2.47842 2.03590
O -0.65188 0.53956 3.44240
C -3.31758 2.57176 -1.17676
H -1.12091 1.84708 5.64519
H 0.57211 2.18738 3.81723
C 2.99613 3.49456 -0.08142
H 2.45065 6.77650 -0.73347
C 0.47341 1.14494 -6.30103
H -3.90418 4.46722 -0.30464
H -1.57919 5.23202 -0.01570
C 1.72550 2.95428 -0.30687
C -2.18936 1.79589 -1.51915
H -0.66675 -2.49000 -2.29871
H 2.78063 -2.15873 -3.30451
O 1.39583 -0.70829 4.28205
H 0.58274 -2.53187 2.15967
C -2.14852 -3.16968 -0.88086
C 1.24121 -0.27371 6.61874
C -3.06843 3.84036 -0.59718
H 4.11730 -3.29031 -3.00294
H 4.49003 -2.27255 -0.79742
H 0.98724 0.76904 6.42934
C -4.72811 -1.35726 1.00421
C 3.29531 -2.73839 -2.54666
H -1.19807 3.47389 4.94878
C 1.10098 -2.61825 5.70367
H 2.18468 -2.73653 5.73049
H -3.73179 -4.49131 -1.47475
C -1.20486 -3.40160 -2.04394
Cl 6.65636 2.35664 -0.02563
O 2.55989 -1.52889 -0.70364
H 1.55771 -4.09023 -2.45545
H -5.47482 2.67674 -1.16419
O -1.39338 -2.95248 0.34361
H 3.80774 2.82561 0.16819
Cd 1.65536 0.78400 -0.57364
C 1.66118 -1.19229 -7.15686
C 3.25860 4.85426 -0.19555
H 2.13505 -2.11241 -7.48103
O 1.45457 0.32918 1.97580
C 6.51991 0.60343 0.25592
H -5.55292 -1.83476 1.53603
C 1.65984 -2.63056 -0.83160
H 4.25974 5.22700 -0.00879
H 2.39953 -1.37338 -5.17221
H 0.83352 -0.74992 -9.09356
C -1.35453 2.41460 4.74304
H -4.99532 -0.32378 0.77959
C 5.07546 0.16260 0.66806
H -1.50214 0.01751 -2.49051
O 4.14745 0.65938 0.00120
C -4.61571 2.07157 -1.43319
```

Here are the Mulliken charges for atoms 1 to 2, given in e:
1. C -0.29
2. C -0.74